No. 1
Density functional theory data (the ωB97M-V functional and the def2-TZVPD basis) for 3 unconnected molecules or ions with the total composition C3H12O2S2 at a distorted geometry.

Positions of all 19 atoms, in Å:
C -0.387 1.621 -1.177
C 1.198 1.516 -1.273
C 1.695 0.114 -1.227
S 1.691 -0.646 0.484
S 0.997 -2.563 0.257
H -0.801 2.458 -1.531
H -0.766 0.750 -1.745
H -0.739 1.546 -0.037
H 1.552 2.097 -0.388
H 1.572 2.127 -2.121
H 2.751 -0.093 -1.665
H 1.090 -0.706 -1.632
H -0.345 -2.261 0.088
O -5.778 0.752 1.446
H -4.829 0.694 1.186
H -6.159 1.170 0.636
O 2.216 -3.062 3.139
H 2.676 -3.364 2.319
H 2.365 -2.150 3.241

The value obtained for the energy above the lowest of the compared OMol25 structures with the same formula, charge and spin is 1.616 eV. The spin multiplicity is 1. The orbital gap comes out at 9.4 eV. As for the SMILES: CCCSS.O.O. As for the LUMO energy: 0.37 eV.

=====

No. 2
Density functional theory data (the ωB97M-V functional and the def2-TZVPD basis) for 3 unconnected molecules or ions with the total composition C3H12O2S2 at a distorted geometry.

Positions of all 19 atoms, in Å:
C -0.272 1.805 -2.065
C 0.246 1.575 -0.650
S 1.184 0.017 -0.551
S 1.613 -0.094 1.452
C 0.189 -1.034 2.091
H 0.520 1.742 -2.811
H -1.042 1.065 -2.284
H -0.730 2.792 -2.112
H -0.591 1.600 0.044
H 0.903 2.377 -0.310
H 0.408 -1.176 3.148
H 0.092 -1.993 1.591
H -0.713 -0.442 1.969
O -1.558 -1.787 -1.410
H -1.352 -2.617 -1.819
H -0.668 -1.376 -1.334
O -2.863 -0.012 0.479
H -2.483 -0.643 -0.167
H -3.815 -0.172 0.431

The value obtained for the energy above the lowest of the compared OMol25 structures with the same formula, charge and spin is 0.062 eV. The spin multiplicity is 1. The orbital gap comes out at 9.6 eV. As for the SMILES: CCSSC.O.O. As for the LUMO energy: 0.58 eV.

=====

No. 3
Density functional theory data (the ωB97M-V functional and the def2-TZVPD basis) for 4 unconnected molecules or ions with the total composition C3H12O3 at a distorted geometry.

Positions of all 18 atoms, in Å:
C 0.637 1.863 -1.043
C 1.880 1.516 -1.319
C 2.301 0.652 -2.480
H 0.457 2.554 -0.235
H -0.382 1.493 -1.327
H 2.691 1.775 -0.602
H 3.359 0.922 -2.721
H 2.144 -0.403 -2.370
H 1.818 1.126 -3.361
O -1.695 -2.105 2.255
H -1.490 -1.913 3.183
H -1.307 -1.238 2.017
O -0.818 -2.763 -0.357
H -1.012 -2.170 0.375
H -1.001 -3.600 0.080
O -2.191 0.802 2.852
H -2.376 1.122 1.961
H -3.014 0.366 3.092

The value obtained for the energy above the lowest of the compared OMol25 structures with the same formula, charge and spin is 1.477 eV. The spin multiplicity is 1. The orbital gap comes out at 10.0 eV. As for the SMILES: C=CC.O.O.O. As for the LUMO energy: 0.35 eV.

=====

No. 4
Density functional theory data (the ωB97M-V functional and the def2-TZVPD basis) for 3 unconnected molecules or ions with the total composition C3H12O3 at a distorted geometry.

Positions of all 18 atoms, in Å:
C -2.686 -1.459 -1.550
C -1.619 -0.807 -0.688
C -0.378 -0.365 -1.384
O 0.328 -1.361 -2.102
H -2.168 -2.004 -2.343
H -3.430 -2.003 -0.966
H -3.380 -0.757 -2.017
H -1.410 -1.521 0.168
H -1.916 -0.005 0.015
H 0.380 -0.045 -0.607
H -0.551 0.452 -2.068
H 0.091 -2.263 -1.923
O 1.646 1.506 3.399
H 2.156 1.612 2.578
H 1.321 0.597 3.331
O 3.592 2.654 1.727
H 3.510 3.299 2.453
H 4.515 2.471 1.976

The value obtained for the energy above the lowest of the compared OMol25 structures with the same formula, charge and spin is 0.815 eV. The spin multiplicity is 1. The orbital gap comes out at 10.7 eV. As for the SMILES: CCCO.O.O. As for the LUMO energy: 0.68 eV.

=====

No. 5
Density functional theory data (the ωB97M-V functional and the def2-TZVPD basis) for 4 unconnected molecules or ions with the total composition C3H12O4 at a distorted geometry.

Positions of all 19 atoms, in Å:
C -2.744 0.964 -1.789
C -1.812 0.454 -2.934
C -0.608 1.262 -3.279
O 0.427 0.778 -3.641
H -2.240 1.451 -0.953
H -3.308 1.790 -2.219
H -3.400 0.171 -1.453
H -2.485 0.630 -3.781
H -1.531 -0.574 -2.748
H -0.767 2.356 -3.209
O 1.480 -4.565 5.619
H 1.140 -3.688 5.487
H 1.779 -4.831 4.749
O 2.531 -4.983 2.938
H 3.355 -4.534 2.737
H 2.747 -5.904 3.084
O -0.056 6.780 0.571
H -0.391 6.312 1.340
H 0.789 7.103 0.848

The value obtained for the energy above the lowest of the compared OMol25 structures with the same formula, charge and spin is 0.943 eV. The spin multiplicity is 1. The orbital gap comes out at 10.5 eV. As for the SMILES: CCC=O.O.O.O. As for the LUMO energy: 0.73 eV.

=====

No. 6
Density functional theory data (the ωB97M-V functional and the def2-TZVPD basis) for 4 unconnected molecules or ions with the total composition C3H12O4 at a distorted geometry.

Positions of all 19 atoms, in Å:
C -1.468 1.892 2.122
C -0.276 1.334 1.768
C -0.217 -0.162 1.474
O -1.008 -0.453 0.169
H -1.620 2.943 2.434
H -2.241 1.215 2.050
H 0.639 1.916 1.590
H 0.796 -0.502 1.226
H -0.644 -0.878 2.194
H -1.732 -0.986 0.392
O -3.633 -1.007 -1.856
H -2.900 -1.493 -2.195
H -3.467 -0.030 -2.050
O 2.710 -0.143 -2.711
H 2.458 -0.959 -2.216
H 1.807 0.132 -3.127
O 3.350 -0.947 -0.084
H 4.045 -1.567 -0.342
H 3.400 -0.305 -0.837

The value obtained for the energy above the lowest of the compared OMol25 structures with the same formula, charge and spin is 2.087 eV. The spin multiplicity is 1. The orbital gap comes out at 10.1 eV. As for the SMILES: C=CCO.O.O.O. As for the LUMO energy: 0.49 eV.

=====

No. 7
Density functional theory data (the ωB97M-V functional and the def2-TZVPD basis) for 4 unconnected molecules or ions with the total composition C3H12O4S at a distorted geometry.

Positions of all 20 atoms, in Å:
O -2.600 -0.449 0.382
C -1.801 -1.222 0.855
C -0.364 -1.102 0.525
C 0.261 -0.573 1.828
S 1.913 0.113 1.344
H -2.088 -1.999 1.592
H -0.197 -0.437 -0.315
H 0.138 -2.029 0.228
H -0.344 0.091 2.454
H 0.470 -1.405 2.501
H 2.044 1.251 2.025
O -0.691 0.012 -3.155
H -0.413 -0.369 -2.319
H 0.126 0.066 -3.643
O -1.124 2.376 0.087
H -1.771 2.936 -0.333
H -1.464 1.472 0.075
O 1.834 -0.021 -2.205
H 2.761 -0.326 -2.319
H 1.921 0.866 -1.799

The value obtained for the energy above the lowest of the compared OMol25 structures with the same formula, charge and spin is 0.567 eV. The spin multiplicity is 1. The orbital gap comes out at 9.8 eV. As for the SMILES: O=CCCS.O.O.O. As for the LUMO energy: 0.42 eV.

=====

No. 8
Density functional theory data (the ωB97M-V functional and the def2-TZVPD basis) for C3H13BrN2OP2SSi in the gas phase.

Positions of all 24 atoms, in Å:
N 0.629 -1.520 2.401
P 1.455 -0.783 1.272
Si 0.270 0.997 0.490
Br 0.842 2.707 1.809
C -1.527 0.598 0.758
C -2.206 -0.042 -0.453
C -1.556 -1.370 -0.832
S -1.981 -2.709 0.310
P 0.778 1.747 -1.591
N 2.439 2.177 -1.436
O 0.948 0.303 -2.365
H 1.118 -1.546 3.286
H 1.707 -1.608 0.158
H 2.720 -0.301 1.657
H -1.594 -0.054 1.633
H -2.018 1.537 1.026
H -2.233 0.633 -1.313
H -3.246 -0.248 -0.191
H -1.901 -1.708 -1.809
H -0.472 -1.288 -0.912
H -0.994 -2.523 1.196
H 2.516 3.048 -0.920
H 2.989 1.479 -0.943
H 1.316 0.475 -3.232

The spin multiplicity is 1. The orbital gap comes out at 8.5 eV. As for the SMILES: N=[PH2][Si@](Br)(CCCS)P(N)O. As for the LUMO energy: 0.22 eV.

=====

No. 9
Density functional theory data (the ωB97M-V functional and the def2-TZVPD basis) for 2 unconnected molecules or ions with the total composition C3H13N2O at a distorted geometry.

Positions of all 19 atoms, in Å:
C -1.751 -0.552 -0.973
C -0.881 -1.170 0.147
C -0.330 -0.218 1.201
N 0.400 0.956 0.584
N -1.137 0.453 -1.781
H -2.569 -0.071 -0.432
H -2.171 -1.427 -1.466
H 0.026 -1.647 -0.276
H -1.499 -1.897 0.660
H -1.120 0.086 1.887
H 0.477 -0.724 1.728
H 1.315 0.774 0.110
H 0.616 1.623 1.344
H -1.703 1.237 -2.076
H -0.142 1.402 -0.172
H -0.541 0.216 -2.558
H 3.908 0.553 -0.044
H 3.767 -0.090 1.380
O 3.336 0.496 0.736

The value obtained for the energy above the lowest of the compared OMol25 structures with the same formula, charge and spin is 0.387 eV. The spin multiplicity is 2. The orbital gap (spin up / spin down) comes out at 3.7 / 10.4 eV. As for the LUMO energy (spin up / spin down): 0.99 / 0.72 eV.

=====

No. 10
Density functional theory data (the ωB97M-V functional and the def2-TZVPD basis) for 2 unconnected molecules or ions with the total composition C3H13N2O at a distorted geometry.

Positions of all 19 atoms, in Å:
C 0.515 0.940 -0.885
C 1.134 -0.421 -1.079
C 1.877 -0.938 0.147
N 0.865 -1.129 1.228
N -0.564 0.862 0.164
H 1.247 1.626 -0.453
H 0.186 1.426 -1.801
H 0.385 -1.191 -1.277
H 1.791 -0.370 -1.944
H 2.514 -0.155 0.572
H 2.427 -1.844 -0.083
H 0.509 -2.085 1.202
H 1.285 -1.148 2.163
H -0.612 1.745 0.661
H -0.253 0.079 0.818
H -1.486 0.603 -0.195
H -4.250 0.561 0.960
H -4.018 0.895 -0.492
O -3.554 0.545 0.293

The value obtained for the energy above the lowest of the compared OMol25 structures with the same formula, charge and spin is 0.153 eV. The spin multiplicity is 1. The orbital gap comes out at 11.6 eV. As for the total charge: +1. As for the LUMO energy: -2.81 eV.

=====

Q: Number 9 is which compound?
A: C3H13N2O

=====

Please write out number 10 again, unchanged.
Density functional theory data (the ωB97M-V functional and the def2-TZVPD basis) for 2 unconnected molecules or ions with the total composition C3H13N2O at a distorted geometry.

Positions of all 19 atoms, in Å:
C 0.515 0.940 -0.885
C 1.134 -0.421 -1.079
C 1.877 -0.938 0.147
N 0.865 -1.129 1.228
N -0.564 0.862 0.164
H 1.247 1.626 -0.453
H 0.186 1.426 -1.801
H 0.385 -1.191 -1.277
H 1.791 -0.370 -1.944
H 2.514 -0.155 0.572
H 2.427 -1.844 -0.083
H 0.509 -2.085 1.202
H 1.285 -1.148 2.163
H -0.612 1.745 0.661
H -0.253 0.079 0.818
H -1.486 0.603 -0.195
H -4.250 0.561 0.960
H -4.018 0.895 -0.492
O -3.554 0.545 0.293

The value obtained for the energy above the lowest of the compared OMol25 structures with the same formula, charge and spin is 0.153 eV. The spin multiplicity is 1. The orbital gap comes out at 11.6 eV. As for the total charge: +1. As for the LUMO energy: -2.81 eV.